Entry from the OMol25 dataset: a 2-piece molecular cluster, C4H11N3O2 overall in a non-equilibrium geometry (ωB97M-V/def2-TZVPD).

Last columns: bonded neighbours and bond lengths (Å).
Atoms and positions in Å:
1 H 1.840 1.206 0.292  N2 1.013
2 N 1.267 0.413 0.554  H1 1.013, C3 1.264
3 C 1.475 -0.664 1.183  N2 1.264, N4 1.399, N5 1.381
4 N 2.391 -0.881 2.217  C3 1.399, H7 1.004, H8 1.002
5 N 0.637 -1.717 0.874  C3 1.381, C6 1.421, H9 1.002
6 C -0.162 -1.734 -0.302  N5 1.421, H10 1.096, H11 1.094, H12 1.091
7 H 2.331 -1.758 2.701  N4 1.004
8 H 2.588 -0.041 2.729  N4 1.002
9 H 0.681 -2.473 1.530  N5 1.002
10 H 0.335 -1.167 -1.096  C6 1.096
11 H -1.108 -1.197 -0.188  C6 1.094
12 H -0.258 -2.713 -0.772  C6 1.091
13 C -1.733 1.683 -2.111  C14 1.484, H17 1.088, H18 1.098, H19 1.091
14 C -1.350 1.782 -0.680  C13 1.484, O15 1.208, O16 1.338
15 O -0.519 2.570 -0.295  C14 1.208
16 O -1.783 0.822 0.145  C14 1.338, H20 0.974
17 H -0.889 1.536 -2.782  C13 1.088
18 H -2.086 2.679 -2.411  C13 1.098
19 H -2.469 0.973 -2.490  C13 1.091
20 H -1.187 0.680 0.901  O16 0.974

Output
Energy in eV: -12891.449
Energy above the lowest of the compared OMol25 structures with the same formula, charge and spin in kcal/mol: 31.8
SMILES: [H]/N=C(\N)NC.CC(=O)O
E_LUMO in Ha: 0.0282
HOMO level in Eh: -0.321
Gap between HOMO and LUMO in hartree: 0.349
Charge: 0

Here are the natural (NBO) charges for atoms 1 to 2, given in e:
1. H 0.395
2. N -0.878

---

Entry from the OMol25 dataset: a 4-piece molecular cluster, C2H13NO3 overall in a non-equilibrium geometry (ωB97M-V/def2-TZVPD).

Last columns: bonded neighbours and bond lengths (Å).
Atoms and positions in Å:
1 C -0.272 -2.814 0.051  C2 1.501, H4 1.112, H5 1.053, H6 1.137
2 C -0.145 -1.762 1.115  C1 1.501, N3 1.586, H7 1.155, H8 1.068
3 N 0.680 -0.580 0.454  C2 1.586, H9 1.018, H10 1.030
4 H 0.041 -2.479 -0.963  C1 1.112
5 H 0.425 -3.600 0.120  C1 1.053
6 H -1.255 -3.370 -0.074  C1 1.137
7 H -1.178 -1.401 1.486  C2 1.155
8 H 0.448 -2.093 1.939  C2 1.068
9 H 0.489 0.185 1.098  N3 1.018
10 H 1.651 -0.764 0.744  N3 1.030
11 O -0.789 2.356 1.763  H12 0.956, H13 0.943
12 H -0.335 2.948 2.361  O11 0.956
13 H -0.918 2.782 0.932  O11 0.943
14 O 1.177 0.098 -2.286  H15 0.993, H16 0.967
15 H 1.177 -0.237 -1.351  O14 0.993
16 H 1.090 1.058 -2.218  O14 0.967
17 O -0.771 3.157 -1.412  H18 0.940, H19 0.998
18 H -1.224 2.564 -1.984  O17 0.940
19 H -0.290 3.953 -1.774  O17 0.998

Output
Energy in eV: -9916.715
Energy above the lowest of the compared OMol25 structures with the same formula, charge and spin in kcal/mol: 34.5
SMILES: CCN.O.O.O
E_LUMO in Ha: 0.0214
HOMO level in Eh: -0.368
Gap between HOMO and LUMO in hartree: 0.389
Charge: 0

Here are the natural (NBO) charges for atoms 1 to 2, given in e:
1. C -0.650
2. C -0.226

---

Entry from the OMol25 dataset: one molecule with the formula CH3NOP2 in a non-equilibrium geometry (ωB97M-V/def2-TZVPD).

Last columns: bonded neighbours and bond lengths (Å).
Atoms and positions in Å:
1 C 1.924 -0.542 0.362  O3 1.197, P4 1.899, H6 1.203
2 N -0.437 0.271 0.264  P4 1.596, P5 1.685
3 O 3.042 -0.514 -0.063  C1 1.197
4 P 0.917 1.053 0.583  C1 1.899, N2 1.596
5 P -2.069 0.612 0.021  N2 1.685, H7 1.407, H8 1.346
6 H 1.100 -1.405 0.519  C1 1.203
7 H -2.264 1.173 -1.254  P5 1.407
8 H -2.213 -0.648 -0.431  P5 1.346

Output
Energy in eV: -23196.673
Energy above the lowest of the compared OMol25 structures with the same formula, charge and spin in kcal/mol: 3.5
Expectation value of S²: 2.0131
E_LUMO (spin up / spin down) in Ha: 0.0223 / -0.1003
HOMO level (spin up / spin down) in Eh: -0.270 / -0.334
Multiplicity: 3
Gap between HOMO and LUMO (spin up / spin down) in hartree: 0.292 / 0.234
Charge: 0

Here are the natural (NBO) charges for atoms 1 to 2, given in e:
1. C 0.153
2. N -1.101

---

Entry from the OMol25 dataset: one molecule with the formula C4H7F in a non-equilibrium geometry (ωB97M-V/def2-TZVPD).

Last columns: bonded neighbours and bond lengths (Å).
Atoms and positions in Å:
1 C -2.078 0.228 0.112  C2 1.494, H6 1.082, H7 1.106, H8 1.140
2 C -0.759 -0.378 -0.242  C1 1.494, C3 1.241, H9 1.084
3 C 0.421 -0.055 -0.027  C2 1.241, C4 1.449, F5 1.352
4 C 1.165 1.188 -0.031  C3 1.449, H10 1.078, H11 1.171, H12 1.167
5 F 1.311 -1.056 0.152  C3 1.352
6 H -2.508 -0.477 0.811  C1 1.082
7 H -2.692 -0.100 -0.748  C1 1.106
8 H -2.320 1.181 0.690  C1 1.140
9 H -1.022 -1.321 -0.706  C2 1.084
10 H 1.304 1.523 0.985  C4 1.078
11 H 2.217 0.887 -0.447  C4 1.171
12 H 0.726 1.919 -0.827  C4 1.167

Output
Energy in eV: -6976.631
Energy above the lowest of the compared OMol25 structures with the same formula, charge and spin in kcal/mol: 36.0
SMILES: C/C=C(\C)F
E_LUMO in Ha: 0.0371
HOMO level in Eh: -0.326
Gap between HOMO and LUMO in hartree: 0.363
Charge: 0

Here are the natural (NBO) charges for atoms 1 to 2, given in e:
1. C -0.653
2. C -0.278

---

Please write out number 3 again, unchanged.
Entry from the OMol25 dataset: one molecule with the formula CH3NOP2 in a non-equilibrium geometry (ωB97M-V/def2-TZVPD).

Last columns: bonded neighbours and bond lengths (Å).
Atoms and positions in Å:
1 C 1.924 -0.542 0.362  O3 1.197, P4 1.899, H6 1.203
2 N -0.437 0.271 0.264  P4 1.596, P5 1.685
3 O 3.042 -0.514 -0.063  C1 1.197
4 P 0.917 1.053 0.583  C1 1.899, N2 1.596
5 P -2.069 0.612 0.021  N2 1.685, H7 1.407, H8 1.346
6 H 1.100 -1.405 0.519  C1 1.203
7 H -2.264 1.173 -1.254  P5 1.407
8 H -2.213 -0.648 -0.431  P5 1.346

Output
Energy in eV: -23196.673
Energy above the lowest of the compared OMol25 structures with the same formula, charge and spin in kcal/mol: 3.5
Expectation value of S²: 2.0131
E_LUMO (spin up / spin down) in Ha: 0.0223 / -0.1003
HOMO level (spin up / spin down) in Eh: -0.270 / -0.334
Multiplicity: 3
Gap between HOMO and LUMO (spin up / spin down) in hartree: 0.292 / 0.234
Charge: 0

Here are the natural (NBO) charges for atoms 1 to 2, given in e:
1. C 0.153
2. N -1.101

---

Question: Which of these has the lowest energy above the lowest of the compared OMol25 structures with the same formula, charge and spin?
Answer: CH3NOP2

---

Question: Number 3 is which compound?
Answer: CH3NOP2